1:
Density functional theory data (wB97M-V/def2-TZVPD) for C10H12N2 in the gas phase.

Computed properties:
Frontier orbital gap   9.0296 eV

Positions of all 24 atoms, in Å:
C 2.606 -0.833 0.780
C 2.440 0.979 -0.257
C 1.414 -0.874 0.141
C -2.211 -0.043 0.810
C -2.107 -0.930 -0.250
C 0.284 -1.782 -0.032
C -1.167 0.953 1.029
C -0.788 1.679 -0.242
C -0.868 -1.165 -0.939
C 0.031 0.775 -1.136
N 3.235 0.330 0.549
N 1.332 0.334 -0.590
H 3.137 -1.598 1.206
H 2.873 1.961 -0.518
H -3.253 0.131 1.146
H -2.840 -1.596 -0.618
H 0.622 -2.706 -0.518
H -0.097 -2.070 0.909
H -1.800 1.662 1.607
H -0.202 0.715 1.501
H -1.720 2.037 -0.720
H -0.138 2.487 0.089
H -0.952 -1.657 -1.874
H 0.169 1.210 -2.074

2:
Density functional theory data (wB97M-V/def2-TZVPD) for C10H12N2 in the gas phase.

Computed properties:
SMILES   Cc1ccc2c(c1)N[C@H]1[C@H](C)N21
Frontier orbital gap   8.6544 eV

Positions of all 24 atoms, in Å:
C -2.333 -0.462 -0.464
C -1.572 0.634 -0.162
C -0.395 -1.846 -0.065
C -1.728 -1.739 -0.486
C -0.253 0.557 0.293
C 0.304 -0.751 0.418
C 1.848 1.692 0.146
C 1.692 0.956 1.394
C -2.505 -2.960 -0.935
C 2.365 3.129 0.239
N 1.486 -0.795 1.032
N 0.504 1.578 0.834
H -3.381 -0.478 -0.760
H -2.105 1.619 -0.135
H 0.099 -2.824 -0.073
H 1.884 1.047 -0.703
H 2.002 1.135 2.382
H -3.646 -2.818 -0.887
H -2.237 -3.017 -1.951
H -2.360 -3.809 -0.409
H 3.366 3.379 -0.235
H 2.417 3.373 1.213
H 1.636 3.756 -0.380
H 1.390 -1.465 1.865

Relative energies in kJ/mol: 1 23.9; 2 0.0

1:
Density functional theory data (wB97M-V/def2-TZVPD) for C40H53AsHfO6S3Sb as an isolated structure.

Computed properties:
Frontier orbital gap   5.3787 eV
Total charge   -1

Positions of all 105 atoms, in Å:
Hf -1.421 -0.450 -1.039
O -3.863 -1.959 -4.137
S -3.552 -0.828 -3.307
O -4.458 0.279 -3.263
O -3.182 -1.333 -1.914
C -1.996 -0.127 -3.976
C -1.438 -0.856 -5.019
C -0.495 -0.283 -5.861
C -0.150 1.051 -5.707
C -0.685 1.793 -4.661
C -1.595 1.210 -3.796
S -1.663 2.071 -2.212
O -1.673 3.482 -2.395
O -0.416 1.445 -1.642
O -2.718 1.461 -1.406
H -1.787 -1.867 -5.180
H -0.064 -0.875 -6.657
H 0.557 1.516 -6.381
H -0.368 2.814 -4.498
C -4.253 3.220 3.610
C -3.638 2.518 2.395
C -2.962 3.569 1.518
C -4.758 1.946 1.533
Sb -2.193 0.987 3.239
C -3.561 -0.885 3.021
C -4.054 -1.454 1.702
C -2.746 -1.966 3.729
C -4.713 -0.529 3.956
C -0.172 2.100 2.916
C -0.244 3.220 3.954
C 0.326 2.570 1.563
C 0.830 1.089 3.479
H -4.877 4.059 3.267
H -3.494 3.626 4.284
H -4.888 2.551 4.195
H -3.705 4.331 1.240
H -2.589 3.132 0.588
H -2.137 4.084 1.998
H -5.453 2.762 1.287
H -5.337 1.166 2.014
H -4.380 1.549 0.589
H -3.237 -1.943 1.170
H -4.508 -0.722 1.035
H -4.806 -2.238 1.880
H -1.878 -2.276 3.143
H -3.370 -2.856 3.900
H -2.389 -1.629 4.708
H -5.438 0.168 3.538
H -4.345 -0.095 4.894
H -5.265 -1.441 4.223
H -0.694 4.145 3.597
H 0.769 3.477 4.289
H -0.797 2.900 4.847
H -0.330 3.301 1.088
H 0.432 1.726 0.881
H 1.317 3.042 1.660
H 0.572 0.789 4.500
H 1.831 1.543 3.515
H 0.905 0.186 2.873
C 4.141 -3.515 -3.425
C 3.927 -3.731 -2.072
C 3.533 -2.685 -1.248
C 3.351 -1.411 -1.768
C 3.559 -1.202 -3.128
C 3.958 -2.245 -3.952
As 2.647 0.078 -0.696
C 4.158 1.279 -0.973
C 4.386 2.119 -2.051
C 5.540 2.891 -2.092
C 6.451 2.834 -1.047
C 6.218 2.016 0.048
C 5.069 1.234 0.095
C 4.689 0.324 1.191
C 5.405 0.122 2.366
C 4.926 -0.767 3.318
C 3.734 -1.446 3.114
C 3.002 -1.241 1.951
C 3.486 -0.368 0.991
H 4.446 -4.334 -4.065
H 4.059 -4.721 -1.650
H 3.370 -2.875 -0.194
H 3.406 -0.219 -3.561
H 4.121 -2.061 -5.007
H 3.663 2.187 -2.856
H 5.724 3.545 -2.935
H 7.348 3.442 -1.082
H 6.932 1.995 0.863
H 6.326 0.662 2.549
H 5.482 -0.923 4.235
H 3.359 -2.122 3.872
H 2.043 -1.730 1.815
S -0.868 -0.564 1.252
C -1.277 -4.030 -2.971
C -0.492 -3.649 -1.719
C -1.280 -3.998 -0.460
C -0.044 -2.178 -1.748
H -1.581 -5.081 -2.942
H -0.669 -3.887 -3.870
H -2.182 -3.433 -3.071
H 0.419 -4.265 -1.718
H -2.278 -3.543 -0.482
H -0.781 -3.637 0.441
H -1.424 -5.079 -0.366
H 0.443 -1.997 -2.716
H 0.751 -2.058 -1.004

2:
Density functional theory data (wB97M-V/def2-TZVPD) for C40H53AsHfO6S3Sb as an isolated structure.

Computed properties:
Frontier orbital gap   7.1970 eV
Total charge   -1

Positions of all 105 atoms, in Å:
Hf -0.235 0.924 0.230
O 3.280 0.862 2.414
S 2.875 0.982 1.047
O 3.897 0.800 0.046
O 1.701 0.109 0.707
C 2.241 2.664 0.774
C 2.964 3.370 -0.192
C 2.679 4.686 -0.506
C 1.658 5.349 0.156
C 0.921 4.668 1.104
C 1.185 3.337 1.417
S -0.021 2.630 2.547
O 0.526 1.337 2.908
O -0.307 3.587 3.569
O -1.192 2.375 1.642
H 3.768 2.855 -0.698
H 3.264 5.188 -1.265
H 1.424 6.380 -0.071
H 0.106 5.158 1.620
C -2.008 -3.713 0.789
C -2.823 -2.973 1.852
C -3.360 -4.000 2.844
C -3.998 -2.265 1.174
Sb -1.525 -1.358 2.653
C 0.116 -2.486 3.607
C 0.893 -1.557 4.540
C -0.313 -3.735 4.366
C 1.045 -2.865 2.446
C -2.713 -0.450 4.294
C -3.669 -1.365 5.049
C -1.746 0.190 5.291
C -3.509 0.665 3.608
H -2.682 -4.368 0.220
H -1.242 -4.347 1.240
H -1.537 -3.026 0.085
H -3.868 -4.794 2.279
H -4.089 -3.575 3.526
H -2.573 -4.470 3.433
H -4.609 -3.008 0.644
H -3.654 -1.530 0.445
H -4.645 -1.770 1.901
H 0.353 -1.361 5.468
H 1.133 -0.605 4.065
H 1.840 -2.043 4.807
H -1.051 -3.512 5.141
H 0.563 -4.179 4.856
H -0.731 -4.491 3.699
H 1.463 -1.975 1.976
H 0.546 -3.447 1.672
H 1.878 -3.465 2.835
H -3.180 -2.268 5.421
H -4.514 -1.660 4.430
H -4.075 -0.823 5.914
H -1.306 -0.555 5.956
H -2.298 0.904 5.915
H -0.938 0.731 4.798
H -4.184 0.281 2.842
H -2.849 1.395 3.137
H -4.117 1.190 4.356
C 5.805 2.228 -4.304
C 4.660 3.009 -4.217
C 3.488 2.466 -3.712
C 3.438 1.135 -3.306
C 4.588 0.359 -3.394
C 5.766 0.904 -3.889
As 1.755 0.495 -2.517
C 2.024 -1.410 -2.517
C 2.708 -2.146 -1.563
C 2.709 -3.533 -1.648
C 2.015 -4.168 -2.670
C 1.320 -3.429 -3.617
C 1.320 -2.041 -3.547
C 0.604 -1.128 -4.459
C -0.168 -1.506 -5.552
C -0.808 -0.538 -6.313
C -0.690 0.808 -5.991
C 0.075 1.192 -4.897
C 0.725 0.231 -4.144
H 6.724 2.650 -4.689
H 4.683 4.045 -4.537
H 2.601 3.087 -3.627
H 4.564 -0.672 -3.069
H 6.657 0.292 -3.946
H 3.219 -1.639 -0.753
H 3.236 -4.120 -0.905
H 2.008 -5.250 -2.723
H 0.769 -3.940 -4.398
H -0.283 -2.552 -5.807
H -1.413 -0.837 -7.160
H -1.205 1.554 -6.581
H 0.146 2.239 -4.626
S -1.172 -0.713 -1.037
C -3.245 2.359 -1.120
C -2.043 2.515 -2.052
C -2.269 3.716 -2.973
C -0.740 2.663 -1.248
H -4.178 2.271 -1.684
H -3.328 3.226 -0.457
H -3.147 1.463 -0.502
H -1.969 1.613 -2.668
H -2.337 4.636 -2.383
H -3.193 3.617 -3.552
H -1.440 3.835 -3.676
H -0.824 3.585 -0.653
H 0.091 2.850 -1.943

Relative energies in kJ/mol: 1 192.0; 2 0.0